ORCA calculation (ωB97M-V/def2-TZVPD) on 3 unconnected molecules or ions with the total composition C20H45N7O6P at a distorted geometry.

- relative energy (zero: lowest compared OMol25 entry of this formula, charge and spin) (kJ/mol) = 531.6
- highest occupied orbital energy (eV) = -9.283
- orbital gap (eV) = 4.677

ORCA input file:
```
! wB97M-V def2-TZVPD RIJCOSX def2/J DEFGRID3
* xyz 1 1
C 3.1463 1.4441 0.2646
O 3.6439 2.8239 0.1517
C 4.5806 2.9926 -0.9706
N 5.9331 2.4047 -0.5556
C 6.3605 1.1447 -0.9508
N 7.6704 0.4132 -0.5956
C 7.4168 -0.9073 -1.3302
C 8.5116 -2.1526 -1.2641
C 9.0675 -2.5883 -2.7430
O 9.0230 -1.6341 -3.7143
O 9.6324 -3.8913 -3.1250
C 9.2903 -4.9556 -2.1690
C 7.7890 -5.5255 -1.8321
O 10.3303 -5.5543 -1.5243
N 6.0852 -0.9450 -2.0480
P 5.2621 -2.2080 -3.0024
N 6.1617 -2.8806 -4.1691
O 4.6554 -3.3867 -1.8203
O 3.8506 -1.5111 -3.8255
N 5.4735 0.2769 -1.8160
H 3.9676 0.6442 0.5025
H 2.6636 1.1638 -0.7658
H 2.3194 1.3796 1.1067
H 4.7865 4.1549 -1.1411
H 4.1878 2.5882 -2.0000
H 6.5456 3.0018 0.0635
H 7.9946 -3.0056 -0.6521
H 9.4475 -1.7760 -0.6264
H 7.5112 -6.5335 -2.3623
H 6.9696 -4.6723 -1.9924
H 7.7624 -5.7473 -0.6596
H 5.7204 -2.7183 -5.1239
H 4.8876 -3.0304 -0.8916
H 4.2734 -0.9652 -4.5791
H 4.5245 0.4391 -2.2189
C -1.2032 -2.0218 3.5120
C -1.6785 -0.5906 3.2744
N -1.1799 0.0033 2.0301
C -1.4087 1.4498 1.9466
C -2.8547 1.9328 1.8951
C -1.4541 -0.7419 0.7994
C -2.9098 -1.0335 0.4589
H -0.1109 -2.0849 3.4876
H -1.5368 -2.3637 4.4973
H -1.6115 -2.7171 2.7728
H -1.3172 0.0069 4.1198
H -2.7727 -0.5712 3.3199
H -0.8713 1.8532 1.0795
H -0.9270 1.9186 2.8147
H -3.3038 1.7607 0.9153
H -2.8862 3.0147 2.0718
H -3.4816 1.4621 2.6575
H -0.9180 -1.6982 0.8510
H -0.9894 -0.2257 -0.0516
H -3.4862 -1.3767 1.3226
H -2.9577 -1.8266 -0.2963
H -3.4072 -0.1618 0.0306
C -6.6560 0.3754 2.0284
C -6.9532 1.8226 1.6435
N -7.2509 2.0108 0.2203
C -7.2604 3.4197 -0.1878
C -8.3328 4.3210 0.4157
C -8.3375 1.1967 -0.3289
C -9.7136 1.3299 0.3105
H -5.8396 -0.0344 1.4257
H -6.3537 0.3268 3.0797
H -7.5337 -0.2674 1.9139
H -6.0606 2.4068 1.8972
H -7.7645 2.1957 2.2776
H -7.3233 3.4808 -1.2813
H -6.2806 3.8493 0.0585
H -9.3120 4.1394 -0.0308
H -8.0841 5.3705 0.2166
H -8.4139 4.2082 1.5004
H -8.0372 0.1425 -0.2749
H -8.4293 1.3889 -1.4066
H -9.6737 1.3368 1.4033
H -10.3384 0.4787 0.0162
H -10.2304 2.2300 -0.0262
*
```

These are the Mulliken partial charges, in e, on atoms 1 to 6: number 1, C, carries -0.3189; number 2, O, carries -0.3408; number 3, C, carries -0.3696; number 4, N, carries -0.0767; number 5, C, carries 0.2628; number 6, N, carries -0.4639

***

ORCA calculation (ωB97M-V/def2-TZVPD) on a molecular structure, C6H7NO2 at a distorted geometry.

- relative energy (zero: lowest compared OMol25 entry of this formula, charge and spin) (kJ/mol) = 124.5
- highest occupied orbital energy (eV) = -8.550
- orbital gap (eV) = 8.537

ORCA input file:
```
! wB97M-V def2-TZVPD RIJCOSX def2/J DEFGRID3
* xyz 0 1
C 0.2867 -0.5448 -0.8362
C -0.8877 -0.8110 -0.2351
C 1.1980 0.3489 -0.2007
C 0.6298 -1.1764 -2.1605
C -1.6242 1.0553 1.8183
C 0.6442 0.7525 1.1862
N -0.7379 0.4330 1.1663
O -1.9170 -1.3821 -0.1957
O 2.2716 0.7452 -0.6053
H 0.4370 -2.2470 -2.1486
H 0.0521 -0.7302 -2.9685
H -1.3914 1.8801 2.4859
H -2.6541 0.7530 1.7026
H 1.1549 0.1184 1.9193
H 0.8540 1.8003 1.4230
H 1.6840 -0.9951 -2.3512
*
```

These are the Mulliken partial charges, in e, on atoms 1 to 6: number 1, C, carries 0.2031; number 2, C, carries 0.7089; number 3, C, carries 0.3741; number 4, C, carries -1.4249; number 5, C, carries -0.2694; number 6, C, carries -0.4327

***

Which of these has the highest highest occupied orbital energy?
C6H7NO2

***

Repeat the second record exactly.
ORCA calculation (ωB97M-V/def2-TZVPD) on a molecular structure, C6H7NO2 at a distorted geometry.

- relative energy (zero: lowest compared OMol25 entry of this formula, charge and spin) (kJ/mol) = 124.5
- highest occupied orbital energy (eV) = -8.550
- orbital gap (eV) = 8.537

ORCA input file:
```
! wB97M-V def2-TZVPD RIJCOSX def2/J DEFGRID3
* xyz 0 1
C 0.2867 -0.5448 -0.8362
C -0.8877 -0.8110 -0.2351
C 1.1980 0.3489 -0.2007
C 0.6298 -1.1764 -2.1605
C -1.6242 1.0553 1.8183
C 0.6442 0.7525 1.1862
N -0.7379 0.4330 1.1663
O -1.9170 -1.3821 -0.1957
O 2.2716 0.7452 -0.6053
H 0.4370 -2.2470 -2.1486
H 0.0521 -0.7302 -2.9685
H -1.3914 1.8801 2.4859
H -2.6541 0.7530 1.7026
H 1.1549 0.1184 1.9193
H 0.8540 1.8003 1.4230
H 1.6840 -0.9951 -2.3512
*
```

These are the Mulliken partial charges, in e, on atoms 1 to 6: number 1, C, carries 0.2031; number 2, C, carries 0.7089; number 3, C, carries 0.3741; number 4, C, carries -1.4249; number 5, C, carries -0.2694; number 6, C, carries -0.4327

***

The highest orbital gap belongs to which entry?
C6H7NO2